Record 1
Formula: C26H32N2O2
Source: OMol25
Level of theory: ωB97M-V/def2-TZVPD

```
62
Properties=species:S:1:pos:R:3:forces:R:3
O -3.3380 -1.5997 4.1544 -0.2 -0.2 0.3
O 4.6372 -2.3212 0.3531 -0.2 0.1 -0.1
N -1.9732 -2.0579 0.7791 0.1 0.0 -0.2
N -3.0641 1.3737 2.7997 -0.1 0.0 0.1
C 3.5227 0.4477 -1.5375 0.1 -0.2 0.1
C 3.7709 -1.6939 -0.2345 0.3 -0.1 0.0
C 2.3631 -1.7967 0.1474 -0.4 0.0 -0.1
C -0.6165 -2.1034 0.8411 0.4 0.0 -0.4
C 4.8341 0.8412 -3.5234 -0.1 0.0 0.0
C -2.4977 -0.5350 -2.9984 0.1 0.1 -0.2
C 5.0842 -1.2115 -2.2865 -0.1 0.0 0.1
C -1.2487 -0.7751 -2.4699 -0.1 0.0 0.0
C -3.5966 -1.3236 -0.9922 -0.2 0.0 0.0
C -2.8078 -1.1683 2.9254 0.0 0.0 -0.6
C 4.1102 -0.8038 -1.3784 0.2 0.2 -0.2
C -1.1587 -1.2959 -1.1815 -0.2 -0.1 0.4
C 0.2246 2.2538 -0.1396 0.1 0.1 0.2
C -2.0102 1.9763 2.0111 0.2 -0.1 -0.1
C 3.8856 1.2576 -2.5979 0.1 0.0 -0.1
C -2.9421 1.5257 4.2314 0.0 0.0 -0.1
C 5.4312 -0.4039 -3.3500 0.0 0.0 0.0
C -2.8323 -2.3278 1.8960 -0.1 0.1 0.8
C -2.3394 -1.5586 -0.4476 0.2 0.2 -0.6
C -3.5312 0.0815 2.3654 0.2 0.0 0.1
C 0.4483 2.1710 1.3662 -0.1 -0.2 -0.1
C -0.0537 -1.6528 -0.3343 -0.7 -0.2 0.4
C 1.3314 -1.5188 -0.6689 0.6 -0.1 0.2
C 5.2308 1.7138 -4.6746 0.0 0.0 0.0
C -3.6567 -0.8094 -2.2700 -0.1 0.0 0.1
C -0.6139 1.3388 2.0844 -0.1 0.3 0.0
H 2.7990 0.7974 -0.8164 -0.1 0.0 0.0
H 1.4247 1.7166 1.5539 0.0 0.1 0.0
H -4.6196 -0.6145 -2.7179 -0.1 0.0 0.0
H 4.5743 2.5764 -4.7565 0.0 0.1 -0.1
H 0.1402 1.2572 -0.5676 0.0 -0.1 -0.1
H -2.4929 -3.2371 2.4033 -0.1 0.1 -0.1
H -3.8889 1.2433 4.6917 0.0 0.0 0.1
H 0.4669 3.1789 1.7877 0.1 0.0 0.1
H -0.6368 0.3454 1.6335 0.0 -0.1 0.0
H -4.5915 -0.0001 2.6499 0.0 -0.2 -0.1
H -4.5022 -1.5338 -0.4423 -0.1 0.0 0.0
H -3.4754 0.0702 1.2754 -0.1 0.0 0.0
H 3.4251 2.2296 -2.7076 0.0 0.1 0.0
H -2.5890 -0.1305 -3.9953 0.0 0.0 -0.1
H -4.2947 -1.6916 4.0734 0.0 0.0 0.0
H -0.1303 -2.4732 1.7236 0.1 -0.1 0.2
H 1.5318 -1.1657 -1.6722 0.1 0.0 0.0
H 1.0581 2.7661 -0.6153 0.0 0.1 -0.1
H -3.8520 -2.4896 1.5377 0.1 -0.1 0.0
H 5.5543 -2.1738 -2.1470 0.0 -0.1 0.0
H -0.3247 1.2350 3.1327 0.0 -0.1 0.1
H -2.3522 1.9724 0.9724 0.0 0.1 0.0
H -2.1505 0.9170 4.6865 0.0 0.0 0.1
H 6.1789 -0.7361 -4.0562 0.1 0.0 -0.1
H -0.6836 2.8040 -0.3713 -0.1 0.0 -0.1
H -1.7629 -0.9300 3.1436 -0.1 0.0 -0.1
H -2.7465 2.5736 4.4553 0.0 0.1 0.1
H 6.2522 2.0697 -4.5399 0.0 0.1 -0.1
H -0.3576 -0.5650 -3.0423 0.1 0.0 -0.1
H -1.9348 3.0194 2.3344 0.0 0.1 -0.1
H 2.1915 -2.2101 1.1316 0.0 0.0 0.1
H 5.1956 1.1548 -5.6083 0.0 0.0 -0.1
```
Positions in Å, forces in eV/Å.

Output
Kohn-Sham gap = 8.0 eV
max |F| = 0.801 eV Å⁻¹
SMILES = CCCCN(C)C[C@@H](O)Cn1cc(/C=C/C(=O)c2ccc(C)cc2)c2ccccc21
net charge = 0
energy above the lowest of the compared OMol25 structures with the same formula, charge and spin = 227.5 kJ/mol

Here are the Mulliken charges for atoms 1 to 2, given in e: number 1, O, carries -0.59; number 2, O, carries -0.62

***

Record 2
Formula: C26H32N4O2
Source: OMol25
Level of theory: ωB97M-V/def2-TZVPD

```
64
Properties=species:S:1:pos:R:3:forces:R:3
O -6.2630 -0.0001 1.3157 -5.1 -3.1 3.9
O 2.3359 2.7212 2.3126 -4.1 5.1 5.7
N 1.2813 -2.9719 1.0693 6.1 -2.8 2.5
N 0.6838 -2.5041 0.0041 -5.4 -4.4 5.0
N 1.9782 1.4184 0.2402 -2.3 4.9 8.3
N 4.2022 -0.0213 -0.6249 -3.5 2.2 -4.2
C -6.3816 0.9894 -0.9540 5.7 -0.7 2.4
C 4.9561 2.4705 0.4883 2.7 3.2 -2.6
C -5.5500 1.5643 -1.9541 -1.7 -2.0 5.1
C -4.2556 1.5374 -1.4880 1.1 6.4 -11.0
C 2.6478 2.0122 1.5086 5.7 -6.9 -9.2
C 4.0723 -1.2427 -0.9826 -0.9 -12.8 -1.0
C 2.7426 -2.8904 0.8994 -10.5 4.3 -9.4
C 4.8165 2.4042 -1.1359 -4.9 -7.1 3.6
C -1.1933 -4.2541 -0.1841 4.5 7.5 -11.2
C -0.2077 1.6132 1.2401 -6.7 4.1 8.6
C 0.1233 1.1010 -1.2184 -3.3 3.3 10.7
C 4.4607 0.2687 0.5505 0.9 -3.4 19.5
C -3.6265 1.1210 -0.4264 7.8 1.6 -4.8
C -0.8382 -2.6914 -0.0212 3.0 -1.0 -3.4
C 4.1844 1.5867 1.4429 -2.8 -1.0 -9.4
C 2.8263 -2.0494 -0.6076 1.9 -2.4 8.8
C -7.7653 -0.2363 1.3190 2.8 1.7 -6.8
C -2.0997 1.1433 -0.3812 -5.8 4.0 12.2
C 0.5731 1.4259 0.2878 5.8 -3.2 -12.0
C -5.6915 0.4700 0.2896 -2.0 1.8 -6.1
C -4.3463 0.4539 0.3451 -1.4 -3.6 10.8
C -1.1929 -2.1924 1.2615 -6.9 9.6 -5.8
C 1.4995 -1.8940 -0.6201 4.6 7.5 -14.9
C -1.2065 1.1407 -1.2644 2.8 -4.1 -11.5
C 5.0124 0.5819 -1.4350 3.1 9.1 -5.6
C -1.6419 1.6480 1.0506 6.0 -5.2 -9.8
H 6.1122 2.4840 0.5321 -1.6 -0.9 0.8
H -8.2410 -0.9012 0.4902 1.7 1.0 0.6
H -2.3820 -2.0123 1.0950 2.0 -0.8 0.9
H 5.0387 -2.0824 -0.5924 -2.2 2.6 -0.8
H 2.5830 0.9590 -0.3252 1.4 -2.0 -2.2
H -8.0867 -0.7102 2.0933 -1.1 -2.3 5.6
H 0.9671 0.8934 -1.6064 4.7 -1.5 -4.6
H 1.2978 -1.3686 -1.8565 -0.6 -1.3 3.7
H 4.7372 0.5171 -2.4820 0.1 -0.3 -0.1
H -3.6652 2.2308 -2.5168 -0.6 -2.2 3.5
H 3.2899 -3.0916 1.6413 4.5 -1.8 5.5
H 4.5477 1.6343 2.3458 2.2 -0.5 4.8
H -6.0459 2.1051 -2.7219 0.5 0.2 -1.0
H 4.8055 3.4956 0.7010 -0.5 1.5 0.5
H 4.0356 -1.5574 -2.0131 0.8 1.5 -1.0
H -3.8925 0.2464 1.5041 -1.2 -0.2 -3.3
H 3.8070 -0.6392 1.3037 1.5 2.4 -2.2
H -0.5819 -4.5883 -1.1449 -1.8 0.2 1.9
H -0.8615 -4.6255 0.5546 4.7 -5.4 9.8
H 5.5593 -0.0887 1.1766 -1.9 0.7 -2.8
H -1.0511 -2.0253 -0.9698 -0.5 -1.3 2.1
H -7.3515 0.8360 -1.0376 -4.5 -0.4 -0.4
H -2.1782 2.0566 1.7086 -4.7 2.6 5.1
H 6.0394 0.3765 -1.2878 1.4 -0.5 0.2
H -1.5418 0.6934 -2.3593 0.1 1.5 2.3
H 5.4838 2.8923 -1.6884 2.7 2.2 -1.8
H 0.1131 2.1192 2.2662 -0.3 -1.6 -2.2
H -1.0841 -2.5259 2.1353 1.6 -3.5 6.4
H 3.7241 2.4942 -1.4859 1.7 0.4 0.4
H -8.1631 0.7235 1.1370 -0.8 1.1 0.3
H -1.0074 -0.9533 1.2675 0.1 -3.3 0.3
H -2.1438 -4.3112 -0.1916 -6.8 -0.7 -0.8
```
Positions in Å, forces in eV/Å.

Output
Kohn-Sham gap = 8.0 eV
max |F| = 19.824 eV Å⁻¹
net charge = 0
energy above the lowest of the compared OMol25 structures with the same formula, charge and spin = 2770.5 kJ/mol

Here are the Mulliken charges for atoms 1 to 2, given in e: number 1, O, carries -0.43; number 2, O, carries -0.46

***

no.,LUMO (eV)
1,0.06
2,0.36